# 1
2 unconnected molecules or ions with the total composition C4H7N2O2 at a distorted geometry. Source: the Open Molecules 2025 dataset; level of theory: ωB97M-V/def2-TZVPD.

Computed properties:
ΔE to the lowest compared entry with this formula, charge and spin in kcal per mole: 173.6
Largest force on an atom in eV/Å: 3.67
Lowest unoccupied orbital energy in eV: -7.1238
Net charge: +1
HOMO level in eV: -13.71
Calculated total energy in hartree: -416.08316
2S+1: 1

Each line ends with the Löwdin charge.
Atoms and positions in Å:
O -0.4159 1.7216 -0.6650  -0.019
H 1.0034 -0.0360 0.7213  0.158
C -2.6119 -0.6819 1.2534  -0.006
H 1.0312 0.2900 -2.1745  0.165
O 2.9768 2.0339 0.5296  0.328
N -1.0710 0.9659 0.0267  -0.121
H -3.4756 -0.7299 0.6618  0.082
H 2.4961 -1.0124 -1.8260  0.096
H -2.0106 -1.6135 1.5820  0.132
H 0.9173 -1.4180 -1.4411  0.061
N 2.4254 1.0497 0.2173  0.078
C 1.5459 -0.5816 -1.5049  0.035
C -1.6261 0.1414 0.5765  -0.027
H -2.8660 -0.2393 2.1537  0.064
C 1.6812 0.1103 -0.1106  -0.025

# 2
A gas-phase ion, C4H7N2O2 (charge +1) at a distorted geometry. Source: the Open Molecules 2025 dataset; level of theory: ωB97M-V/def2-TZVPD.

Computed properties:
ΔE to the lowest compared entry with this formula, charge and spin in kcal per mole: 62.7
Largest force on an atom in eV/Å: 8.39
Lowest unoccupied orbital energy (spin up / spin down) in eV: -4.0422 / -6.2344
Net charge: +1
HOMO level (spin up / spin down) in eV: -9.94 / -16.32
Calculated total energy in hartree: -416.12983
2S+1: 3

Each line ends with the Löwdin spin population.
Atoms and positions in Å:
H -1.2640 -1.4009 1.5895  0.004
H -0.7148 1.2024 1.1235  0.024
C -1.6277 -1.2525 0.5912  0.009
C 1.0823 1.2453 0.3804  0.600
H -2.5578 -0.6160 0.5367  0.002
N -0.1079 0.6145 0.6665  0.140
H 0.1715 -2.0379 -1.1242  0.002
H 1.0889 -0.3778 -2.3235  0.002
O 1.3198 3.6217 0.2044  0.493
H 1.9355 0.6520 0.0951  0.041
C 1.1043 2.5431 0.3868  0.514
C -0.4121 -0.5100 0.0966  0.072
N 0.4182 -1.1101 -0.7530  0.068
O 1.4976 -0.4957 -1.4557  0.029
H -1.9337 -2.0782 -0.0143  0.001

# 3
A gas-phase ion, C4H7N2O3S (charge -1) at a distorted geometry. Source: the Open Molecules 2025 dataset; level of theory: ωB97M-V/def2-TZVPD.

Computed properties:
ΔE to the lowest compared entry with this formula, charge and spin in kcal per mole: 51.7
Largest force on an atom in eV/Å: 4.28
Lowest unoccupied orbital energy in eV: 3.3944
Net charge: -1
HOMO level in eV: -4.28
Structure (SMILES): CS[C@]1(C(=O)[O-])NNCO1
Calculated total energy in hartree: -890.02174
2S+1: 1

Each line ends with the Löwdin charge.
Atoms and positions in Å:
C -0.9739 -2.6028 -1.1918  -0.775
H -2.6606 -0.6184 -0.7585  0.040
C -0.2904 -1.2941 -0.6729  -0.656
H 1.9362 -0.4759 0.7343  -0.030
N -2.0961 0.0933 -0.4592  -0.001
H -2.3392 -0.9534 1.4210  0.166
H 1.9300 1.0268 -0.2705  0.058
S 1.4511 -1.5383 -1.2043  0.934
N -0.9829 -0.2257 -1.3706  0.035
H -1.3072 0.7049 1.2591  0.100
H -0.4064 0.5368 -1.3484  0.047
O -0.4226 -0.9697 0.7370  -0.095
C -1.5563 -0.2505 0.8213  -0.317
C 2.1203 -0.0883 -0.1972  -0.385
O -2.0926 -2.7739 -0.7403  -0.005
O -0.2319 -3.1738 -1.9706  -0.093
H 3.1361 -0.0991 -0.4707  -0.022

# 4
A molecular structure, C4H7N2O4S2 at a distorted geometry. Source: the Open Molecules 2025 dataset; level of theory: ωB97M-V/def2-TZVPD.

Computed properties:
ΔE to the lowest compared entry with this formula, charge and spin in kcal per mole: 106.1
Largest force on an atom in eV/Å: 4.86
Lowest unoccupied orbital energy (spin up / spin down) in eV: -6.6090 / -6.3927
Net charge: +1
HOMO level (spin up / spin down) in eV: -12.56 / -13.57
Calculated total energy in hartree: -1362.93775
2S+1: 1

Each line ends with the Löwdin charge.
Atoms and positions in Å:
O 1.5407 3.0787 -0.0837  -0.214
H 2.8694 0.3166 0.2283  0.104
C 2.1145 0.4916 -0.4650  -0.145
H 3.0917 -1.8869 -0.9215  0.133
H -1.3384 -0.4741 1.1901  0.002
H -3.0245 -0.0395 1.8592  0.067
N 0.0882 -0.8339 -0.9369  0.208
S -3.1260 -0.1677 -0.3895  1.142
C -0.4513 1.4314 -0.7034  -0.135
O 0.2971 1.2615 1.3041  -0.238
H -2.3449 -1.6902 1.3439  0.107
O -4.3017 0.5676 -0.0938  -0.338
O -1.6386 1.4682 -0.6820  -0.040
H 2.5581 0.7046 -1.4251  0.138
C 1.3072 -0.7420 -0.6977  -0.557
S 1.0385 1.7593 0.1670  0.763
H 1.6088 -2.7387 -0.2843  0.093
N 2.0936 -1.9266 -0.6082  0.116
C -2.3825 -0.5800 1.1985  -0.205

# 5
C4H7N2OP in the gas phase at a distorted geometry. Source: the Open Molecules 2025 dataset; level of theory: ωB97M-V/def2-TZVPD.

Computed properties:
ΔE to the lowest compared entry with this formula, charge and spin in kcal per mole: 84.3
Largest force on an atom in eV/Å: 4.74
Lowest unoccupied orbital energy in eV: -0.4188
HOMO level in eV: -7.98
Structure (SMILES): NP(N)#C/C=C\C=O
Calculated total energy in hartree: -682.60270
2S+1: 1

Each line ends with the Löwdin charge.
Atoms and positions in Å:
H 2.6605 -1.2024 -1.1158  0.061
P 1.7078 0.6645 -0.0762  0.713
N 1.9019 -0.5207 -1.2886  -0.181
H -2.7000 -1.5418 -0.1857  0.126
N 1.9008 -0.5199 1.0895  -0.219
C -2.1721 0.5448 0.4605  -0.088
H 1.7166 -0.2119 2.0613  0.048
C 0.0241 1.1125 -0.3157  -0.141
C -1.0660 1.5423 0.2675  -0.143
C -1.9616 -0.6911 -0.2141  -0.312
H -1.0755 2.4941 0.6419  0.084
O -0.8682 -0.9572 -0.7807  -0.079
H 1.3112 -1.3569 0.9171  0.058
H 1.8144 -0.2000 -2.1911  -0.003
H -3.1938 0.8440 0.7299  0.077

# 6
A gas-phase ion, C4H7N2OS (charge +1) at a distorted geometry. Source: the Open Molecules 2025 dataset; level of theory: ωB97M-V/def2-TZVPD.

Computed properties:
ΔE to the lowest compared entry with this formula, charge and spin in kcal per mole: 69.8
Largest force on an atom in eV/Å: 4.87
Lowest unoccupied orbital energy in eV: -5.2271
Net charge: +1
HOMO level in eV: -15.14
Calculated total energy in hartree: -739.19276
2S+1: 1

Each line ends with the Löwdin charge.
Atoms and positions in Å:
H -3.1053 0.3825 -0.2163  0.080
H 1.7879 1.9646 0.5236  -0.011
C 0.0341 0.4794 -0.0165  -0.523
C 0.5595 -1.9569 0.0136  0.072
N 3.3986 0.0156 -0.1277  0.251
H -2.0616 1.6178 0.8906  0.135
H -0.4795 -1.9234 0.0286  0.081
H 1.1266 -2.3403 -0.7111  0.067
S 0.4803 2.1607 -0.0090  1.017
H 0.9644 -2.5709 0.8760  0.149
N 0.9788 -0.5395 0.0257  -0.062
H -2.3949 1.8402 -0.9929  0.136
C 2.2859 -0.2130 0.0130  -0.279
O -1.2593 0.0191 -0.1676  -0.100
C -2.3153 1.0641 -0.1301  -0.012

# 7
C4H7N2P in the gas phase at a distorted geometry. Source: the Open Molecules 2025 dataset; level of theory: ωB97M-V/def2-TZVPD.

Computed properties:
ΔE to the lowest compared entry with this formula, charge and spin in kcal per mole: 30.1
Largest force on an atom in eV/Å: 3.05
Lowest unoccupied orbital energy in eV: 0.6669
HOMO level in eV: -8.05
Structure (SMILES): CNC1=[PH]=CC=N1
Calculated total energy in hartree: -607.41130
2S+1: 1

Each line ends with the Löwdin charge.
Atoms and positions in Å:
H 1.6053 2.0548 -2.3408  0.022
C 1.2074 1.3924 -1.6203  -0.355
C 0.0913 0.0772 0.2145  -0.510
H -0.9989 -2.0861 2.0995  0.044
H 1.2407 -0.5444 -2.7653  0.119
H -1.1813 -1.9777 0.4066  0.056
H -1.2219 0.4994 1.8491  0.110
N 0.4505 -0.6328 -0.8030  -0.004
C 1.0953 0.0555 -1.8082  -0.266
H 1.8087 2.3160 0.5727  -0.061
H -2.4401 -1.3459 1.5395  0.094
C -1.3789 -1.5335 1.3340  -0.087
P 0.4840 1.9513 0.0184  0.914
N -0.7621 -0.2259 1.3033  -0.077

# 8
C4H7N2P in the gas phase at a distorted geometry. Source: the Open Molecules 2025 dataset; level of theory: ωB97M-V/def2-TZVPD.

Computed properties:
ΔE to the lowest compared entry with this formula, charge and spin in kcal per mole: 88.8
Largest force on an atom in eV/Å: 4.32
Lowest unoccupied orbital energy in eV: -0.2263
HOMO level in eV: -7.89
Calculated total energy in hartree: -607.31782
2S+1: 1

Each line ends with the Löwdin charge.
Atoms and positions in Å:
C 0.8559 1.9875 1.3758  -0.098
N -0.2506 0.3402 0.1005  -0.011
H -1.9452 -1.1532 -1.9101  0.034
H -2.4499 -0.6279 -0.3889  0.087
C -0.2860 -0.8604 -0.4926  -0.512
C -1.7037 -1.2611 -0.9211  -0.051
N 0.8836 0.7350 0.5215  -0.618
H 0.8716 -2.5244 -1.2104  0.018
H -0.0791 2.4954 1.1409  0.080
H 1.0403 1.6769 2.3961  0.073
C 0.8156 -1.4650 -0.9952  -0.015
P 2.3773 0.2162 0.0322  0.885
H 1.5800 2.7581 1.0827  0.064
H -1.7098 -2.3173 -0.7315  0.064

# 9
A gas-phase ion, C4H7N2S (charge +1) at a distorted geometry. Source: the Open Molecules 2025 dataset; level of theory: ωB97M-V/def2-TZVPD.

Computed properties:
ΔE to the lowest compared entry with this formula, charge and spin in kcal per mole: 76.7
Largest force on an atom in eV/Å: 5.01
Lowest unoccupied orbital energy in eV: -5.5139
Net charge: +1
HOMO level in eV: -14.88
Calculated total energy in hartree: -663.95241
2S+1: 1

Each line ends with the Löwdin charge.
Atoms and positions in Å:
H 0.7357 2.3677 0.6495  0.100
H -1.0953 0.9706 0.0647  0.200
N -0.4385 -1.1310 -0.0691  -0.338
H -1.7601 -2.5282 -0.4002  0.105
C -0.2583 0.1616 -0.0302  -0.132
C -1.7476 -1.6542 0.1995  0.057
H 1.1808 2.6496 -1.0920  0.140
C 1.0532 0.5893 -0.0961  -0.532
H -1.7775 -1.9672 1.2939  0.158
N 0.4836 -1.9721 -0.1198  0.047
S 2.1220 -0.7818 -0.2332  1.113
C 1.3996 2.0496 -0.1536  -0.042
H 2.4114 2.0790 0.0355  0.051
H -2.3090 -0.8330 -0.0488  0.073

# 10
A gas-phase ion, C4H7N2S (charge +1) at a distorted geometry. Source: the Open Molecules 2025 dataset; level of theory: ωB97M-V/def2-TZVPD.

Computed properties:
ΔE to the lowest compared entry with this formula, charge and spin in kcal per mole: 133.1
Largest force on an atom in eV/Å: 3.59
Lowest unoccupied orbital energy (spin up / spin down) in eV: -6.3338 / -6.5327
Net charge: +1
HOMO level (spin up / spin down) in eV: -13.68 / -12.46
Calculated total energy in hartree: -663.86250
2S+1: 1

Each line ends with the Löwdin charge.
Atoms and positions in Å:
C -1.5395 1.1957 -0.0481  -0.043
C -0.2061 1.4228 -0.2381  -0.226
H -3.1906 0.0971 0.0803  0.160
C 2.6262 -1.0207 -0.1427  -0.318
C -1.7672 -1.1265 0.5251  0.253
H -2.2770 1.9749 -0.0054  0.138
N 0.6082 0.4128 -0.1451  -0.308
H 3.6042 -1.2225 0.4166  0.086
H 1.9252 -1.7619 0.0872  0.025
S 2.1510 0.6792 0.2434  1.064
N -2.1971 0.0292 0.1340  -0.006
H -2.4107 -1.9084 0.6213  0.041
H 2.6042 -1.1824 -1.1826  0.032
H 0.0692 2.4106 -0.3460  0.103

Question: Among the records above, which one has the lowest calculated total energy?
Answer: C4H7N2O4S2

Question: The highest 2S+1 belongs to which entry?
Answer: number 2

Question: The highest calculated total energy belongs to which entry?
Answer: number 1

Question: ΔE to the lowest compared entry with this formula, charge and spin of number 2 (C4H7N2O2)?
Answer: 62.7 kcal per mole